Record 1
Below is one molecule with the formula C4H10N2 at a distorted geometry, with properties calculated with the ωB97M-V functional and the def2-TZVPD basis.

Cartesian coordinates (Å):
H (1.272313, -1.796600, -2.910098)
N (0.777744, -0.830152, -2.783100)
C (0.051817, -0.912002, -1.760211)
N (-0.243859, 0.243075, -0.873794)
C (-0.028507, -0.173718, 0.470089)
C (-0.863480, 0.540651, 1.613402)
C (0.187092, 1.056621, 2.709752)
H (-0.739241, -1.747164, -1.796123)
H (0.291036, 1.117595, -1.170219)
H (0.983021, -0.095472, 0.770073)
H (-0.144452, -1.309743, 0.720737)
H (-1.345333, 1.469477, 1.175320)
H (-1.589736, -0.196207, 1.982321)
H (0.648960, 0.185579, 3.184222)
H (0.902785, 1.527153, 2.014915)
H (-0.098077, 1.885605, 3.428917)

Atomic forces in eV per Å
-2.1335 1.8374 -0.8519
3.5329 -1.4357 0.6053
-2.7727 1.4358 -0.1700
0.3365 -1.2208 -2.7813
-1.0669 -1.5507 3.1545
0.7429 1.2405 -0.2589
-0.7132 0.4399 -1.3986
1.3711 0.6353 1.6660
-0.7115 -1.9040 0.5876
1.4949 0.5260 0.0431
-0.3465 1.6777 -1.4348
0.1559 -1.2916 0.4936
-0.0624 0.6912 0.0849
0.0348 0.4067 0.2184
0.3093 -0.0866 0.7481
-0.1717 -1.4011 -0.7062

Output
Largest force on an atom (eV Å⁻¹): 3.86
Kohn-Sham gap (eV): 9.91
SMILES: [H]/N=C/NCCC
HOMO level (Eh): -0.3246

Atom charges from the natural (NBO) analysis, given in e for atoms 1 to 5: 0.368, -0.715, 0.296, -0.657, -0.229

Record 2
Below is one molecule with the formula C4H10N2 at a distorted geometry, with properties calculated with the ωB97M-V functional and the def2-TZVPD basis.

Cartesian coordinates (Å):
H (-1.079755, -3.732620, -0.153314)
N (-1.394286, -2.793546, -0.448836)
C (-0.277174, -2.190720, -0.628353)
N (-0.404563, -0.865455, -1.173414)
C (0.528895, 0.129669, -0.590344)
C (-0.168658, 0.934513, 0.506933)
C (0.560211, 2.110235, 1.163427)
H (0.640390, -2.727246, -0.870007)
H (-1.322707, -0.456555, -1.073406)
H (1.599442, -0.067320, -0.568246)
H (0.602842, 0.897705, -1.405656)
H (-0.487037, 0.194165, 1.264944)
H (-1.130445, 1.229893, 0.071376)
H (1.510304, 2.344344, 0.656560)
H (0.884678, 1.997664, 2.201684)
H (-0.062135, 2.995279, 1.046649)

Atomic forces in eV per Å
-0.8938 0.0188 -0.3548
1.6999 -1.0419 1.4389
-2.9977 1.6077 -2.8039
2.7759 -0.9123 1.6208
-0.6449 2.7911 -2.7625
-0.1280 -1.6276 1.3615
0.6584 0.3275 -0.7495
0.4763 0.4737 0.8420
-0.3691 -0.7025 0.0304
-0.2034 -1.1074 0.9343
-0.0207 -0.2969 0.2570
0.1744 0.3302 0.0655
0.2452 0.3606 0.0207
-0.3131 -0.0991 -0.2113
-0.5733 -0.2763 -0.0461
0.1138 0.1543 0.3569

Output
Largest force on an atom (eV Å⁻¹): 4.41
Kohn-Sham gap (eV): 10.07
SMILES: [H]/N=C/NCCC
HOMO level (Eh): -0.3309

Atom charges from the natural (NBO) analysis, given in e for atoms 1 to 5: 0.326, -0.652, 0.241, -0.616, -0.240

Record 3
Below is a 2-piece molecular cluster, C4H10N2 overall at a distorted geometry, with properties calculated with the ωB97M-V functional and the def2-TZVPD basis.

Cartesian coordinates (Å):
H (-2.322749, 0.946282, -1.025055)
N (-1.802523, 1.382450, -1.794707)
C (-0.901945, 0.785406, -2.440482)
N (-0.363074, 1.427381, -3.566173)
H (-0.827050, -0.243839, -2.205931)
H (-0.922525, 2.311512, -3.431140)
H (0.495451, 0.814830, -3.620294)
C (1.476489, 0.432186, 1.835175)
C (1.253680, -0.899556, 1.829547)
C (0.020204, -1.688224, 2.315481)
H (1.899351, 1.033208, 0.979785)
H (0.961542, 1.021609, 2.638898)
H (1.828085, -1.503554, 1.198465)
H (-0.430109, -2.330420, 1.517405)
H (-0.707713, -1.031854, 2.792141)
H (0.342886, -2.457414, 2.976890)

Atomic forces in eV per Å
0.8052 -0.2972 -0.6717
-1.0134 1.7422 0.8567
-2.3674 0.4356 -0.2793
-0.8680 -3.4686 2.9954
1.4551 -1.3336 -0.3338
2.2960 0.0010 -1.1710
-0.2964 2.9197 -1.3796
-1.3978 0.1303 0.4240
-1.5327 1.0232 -0.5678
0.9234 0.4667 -0.0320
0.5208 -1.0467 1.4474
0.1471 -0.3083 -1.1402
0.9328 -0.6757 -1.3198
0.2912 1.1736 0.0999
-0.0843 -0.2441 -0.0696
0.1883 -0.5180 1.1415

Output
Largest force on an atom (eV Å⁻¹): 4.66
Kohn-Sham gap (eV): 10.02
SMILES: [H]/N=C/N.C=CC
HOMO level (Eh): -0.3400

Atom charges from the natural (NBO) analysis, given in e for atoms 1 to 5: 0.359, -0.758, 0.253, -0.909, 0.158

Record 4
Below is one molecule with the formula C4H10N2 at a distorted geometry, with properties calculated with the ωB97M-V functional and the def2-TZVPD basis.

Cartesian coordinates (Å):
H (-0.871162, -0.382481, 2.234608)
N (-0.384526, -1.177182, 1.684364)
C (0.513908, -0.868003, 0.839535)
N (1.107463, -1.877715, 0.118208)
C (0.865765, 0.488575, 0.307606)
C (0.066741, 0.884156, -0.992738)
C (-1.357445, 0.974321, -0.509489)
H (0.702956, -2.770860, 0.246672)
H (1.541952, -1.738525, -0.757916)
H (0.481187, 1.284226, 0.979706)
H (1.976864, 0.396797, 0.208316)
H (0.576461, 1.664656, -1.519617)
H (-0.024085, -0.010090, -1.763403)
H (-1.639106, 0.117124, 0.128656)
H (-2.084498, 1.110521, -1.282254)
H (-1.472474, 1.904479, 0.077747)

Atomic forces in eV per Å
1.5635 -1.4085 -1.5380
-0.9555 0.8919 1.7964
-1.3560 0.3458 -0.9886
0.1367 -0.0651 0.9502
0.4577 0.4911 -0.2784
0.0101 -4.4186 -0.5256
-0.5472 1.7930 0.6665
-0.3076 -0.7980 0.1879
0.3050 0.5049 -0.6025
1.0756 -0.5363 0.2052
-0.7568 1.0396 -0.1019
-0.3097 0.8786 -0.0416
0.8983 1.4867 1.3423
0.2081 0.4415 -0.5426
-0.3946 -0.2613 -0.7382
-0.0276 -0.3852 0.2089

Output
Largest force on an atom (eV Å⁻¹): 4.45
Kohn-Sham gap (eV): 10.15
SMILES: [H]/N=C(/N)CCC
HOMO level (Eh): -0.3345

Atom charges from the natural (NBO) analysis, given in e for atoms 1 to 5: 0.350, -0.741, 0.448, -0.823, -0.484

Record 5
Below is C4H10N2 as an isolated structure at a distorted geometry, with properties calculated with the ωB97M-V functional and the def2-TZVPD basis.

Cartesian coordinates (Å):
C (1.106979, 0.208223, -0.326109)
C (1.337493, 0.788179, 1.065408)
N (-1.157003, -1.410730, -0.597696)
C (-1.050296, -0.083674, -0.671020)
N (-0.206276, -2.082938, 0.141810)
C (-1.807702, 0.983147, -0.600858)
H (-1.406147, -1.888992, -1.454400)
H (-0.373671, -1.825497, 1.116872)
H (0.673068, -1.119663, -0.076829)
H (0.948794, 1.009119, -1.046835)
H (2.006813, -0.281227, -0.718047)
H (-2.862498, 0.919858, -0.354814)
H (-1.387328, 1.966263, -0.769258)
H (1.562367, 0.002952, 1.791846)
H (2.166601, 1.502067, 1.077520)
H (0.448805, 1.312915, 1.422408)

Atomic forces in eV per Å
-0.5256 0.8800 -0.3827
-0.0777 -0.1170 -0.0537
-0.4769 -0.2464 -0.1683
1.1596 -0.2526 0.5561
0.9823 1.1817 -0.1129
0.1036 0.1865 -0.0056
0.1224 0.0705 0.0440
-0.0916 -0.0942 -0.0690
-1.1611 -1.3476 0.2389
-0.0610 0.1149 0.0126
-0.0767 -0.2032 0.0631
0.0792 -0.0930 -0.0571
0.0304 -0.0382 -0.0238
0.0242 0.0324 -0.0061
-0.0400 -0.0656 -0.0121
0.0089 -0.0082 -0.0234

Output
Largest force on an atom (eV Å⁻¹): 1.79
Kohn-Sham gap (eV): 9.52
HOMO level (Eh): -0.3170

Atom charges from the natural (NBO) analysis, given in e for atoms 1 to 5: -0.643, -0.621, -0.425, 0.291, -0.625

Record 6
Below is C4H10N2 as an isolated structure at a distorted geometry, with properties calculated with the ωB97M-V functional and the def2-TZVPD basis.

Cartesian coordinates (Å):
C (-1.084972, -1.186922, -0.279289)
C (-1.416488, 0.352008, -0.520750)
C (-0.257703, 1.222328, -0.142917)
N (0.858064, 0.732766, -0.851191)
C (1.640786, -0.169725, 0.238463)
N (1.284883, -0.467910, 1.528493)
H (-0.524687, -1.521532, -1.093846)
H (-0.293397, -1.374697, 0.591901)
H (-2.003205, -1.788544, -0.119366)
H (-2.422619, 0.671766, -0.126630)
H (-1.482190, 0.453338, -1.605558)
H (-0.393105, 2.276179, -0.369770)
H (-0.204937, 1.174894, 0.946446)
H (1.854791, 0.917637, -0.102911)
H (2.371145, -0.817238, -0.324705)
H (2.073641, -0.474344, 2.231637)

Atomic forces in eV per Å
0.2801 0.8688 2.9575
-1.0484 -1.4733 -0.7793
-1.3483 1.5790 1.3046
3.6551 -3.0108 3.9776
-1.4429 -4.4840 1.7859
1.3576 2.7694 -2.6494
0.4057 -0.7817 -1.6688
-2.5647 0.5344 -1.4887
0.6769 0.3292 -0.1770
1.2561 -0.2277 0.0152
-0.4547 -0.0695 -0.1659
-0.3900 0.1722 -0.4096
0.6704 -0.1767 0.1901
-0.2372 3.6067 -1.8507
-0.1064 1.2157 0.5384
-0.7093 -0.8515 -1.5799

Output
Largest force on an atom (eV Å⁻¹): 6.18
Kohn-Sham gap (eV): 8.89
HOMO level (Eh): -0.3415

Atom charges from the natural (NBO) analysis, given in e for atoms 1 to 5: -0.645, -0.393, -0.309, -0.369, 0.049

Record 7
Below is a 2-piece molecular cluster, C4H10N2 overall at a distorted geometry, with properties calculated with the ωB97M-V functional and the def2-TZVPD basis.

Cartesian coordinates (Å):
C (-2.963152, -0.402403, -0.822171)
C (-2.200014, -1.045627, -1.685326)
N (-1.512554, -2.409888, -1.667965)
H (-3.202403, -0.751097, 0.162068)
H (-3.335643, 0.705181, -1.014321)
H (-1.668420, -0.230145, -2.220154)
H (-2.080653, -3.129057, -1.197496)
H (-1.431385, -2.601515, -2.672332)
C (1.056310, 1.074496, 1.893261)
N (2.285419, 1.156795, 2.174289)
C (3.366906, 1.351580, 1.120132)
H (0.254391, 0.879137, 2.608012)
H (0.668983, 1.095556, 0.912805)
H (2.935056, 1.719824, 0.197635)
H (3.857458, 2.182629, 1.346570)
H (3.969695, 0.404530, 0.864999)

Atomic forces in eV per Å
-1.3220 1.9281 0.7498
2.6240 -0.3702 0.1847
-1.8507 2.8304 -0.3902
-0.7459 -0.6140 0.2170
1.2616 -2.4539 0.2457
-0.2765 -1.4539 -1.1986
0.2529 0.6182 -0.4855
0.0667 -0.4752 0.6861
0.9329 -0.3125 0.2026
0.8514 -0.3225 0.0034
-3.6338 -3.7897 -1.1490
0.5867 0.2030 0.5903
-0.2682 0.2207 -1.6926
-0.6608 -0.5401 -0.7854
3.0360 2.9259 1.8502
-0.8542 1.6056 0.9715

Output
Largest force on an atom (eV Å⁻¹): 5.37
Kohn-Sham gap (eV): 9.88
SMILES: C=CN.C=NC
HOMO level (Eh): -0.3297

Atom charges from the natural (NBO) analysis, given in e for atoms 1 to 5: -0.464, -0.049, -0.826, 0.191, 0.209

Record 8
Below is a 2-piece molecular cluster, C4H10N2 overall at a distorted geometry, with properties calculated with the ωB97M-V functional and the def2-TZVPD basis.

Cartesian coordinates (Å):
C (1.785918, -0.671340, 0.920829)
C (-1.730267, 0.124256, -0.838134)
C (2.457941, -0.587764, -0.419399)
C (-2.368289, 1.214905, 0.071444)
N (1.255956, 0.235084, 1.573922)
N (-1.582931, -1.094245, -0.637290)
H (1.814839, -1.693254, 1.395267)
H (-1.636215, 0.645476, -1.797672)
H (2.777495, 0.413103, -0.749665)
H (1.766225, -1.210973, -1.099241)
H (3.415218, -1.270361, -0.499005)
H (-1.669769, 1.995770, 0.054661)
H (-2.454428, 0.729350, 1.021054)
H (-3.326655, 1.422737, -0.382661)
H (1.336412, 1.147267, 1.088478)
H (-1.841454, -1.400015, 0.297415)

Atomic forces in eV per Å
1.5847 -2.0720 -0.4236
0.5579 6.7479 -3.3629
1.0271 -2.7501 -1.0096
-0.2851 -2.7761 -0.5108
-0.8315 2.0121 0.7725
-0.6366 -3.8310 3.0096
-0.2246 0.7966 -0.5402
0.1508 -0.8025 -0.2454
-0.7331 -0.3743 -0.0616
0.8040 1.5788 0.4171
-1.6113 1.3311 0.6463
0.5404 1.3606 0.2892
-0.2967 0.3879 0.9343
-0.3723 0.5276 0.3170
-0.1187 -0.5226 0.1915
0.4448 -1.6140 -0.4235

Output
Spin multiplicity: 3
Largest force on an atom (eV Å⁻¹): 7.56
Expectation value of S²: 2.0065
Kohn-Sham gap (alpha / beta) (eV): 6.14 / 7.40
HOMO level (alpha / beta) (Eh): -0.1823 / -0.3600

Atom charges from the natural (NBO) analysis, given in e for atoms 1 to 5: 0.148, -0.253, -0.705, -0.564, -0.618

Record 9
Below is a 2-piece molecular cluster, C4H10N2 overall at a distorted geometry, with properties calculated with the ωB97M-V functional and the def2-TZVPD basis.

Cartesian coordinates (Å):
C (2.853419, 1.257190, -1.046582)
C (2.809876, 0.016113, -0.566597)
N (1.727532, -0.833064, -0.270889)
H (2.041515, 1.994366, -0.890115)
H (3.677216, 1.640058, -1.648472)
H (3.691021, -0.481205, -0.731967)
H (1.238801, -0.481464, 0.576514)
H (1.938016, -1.777566, -0.089049)
C (-1.921496, -1.093776, 0.033948)
C (-2.521490, -0.293825, 0.937879)
N (-3.399937, 0.828162, 0.639733)
H (-1.007582, -0.828047, -0.616560)
H (-2.097704, -2.204719, 0.243835)
H (-2.375773, -0.318922, 1.959209)
H (-3.659762, 1.134580, 1.575956)
H (-2.993649, 1.442114, -0.106836)

Atomic forces in eV per Å
-1.4126 1.0437 0.6246
-0.3476 0.6105 -1.9157
-1.9475 2.2562 1.9049
0.2189 -0.6361 -0.3920
0.2101 -0.2595 0.8051
2.0283 -1.6131 -0.3251
0.2499 -0.3691 -0.7755
0.8541 -1.0392 0.1546
2.5678 -2.8242 -1.4563
-3.9542 5.6565 -2.0202
4.5766 -3.4656 1.0330
-1.7013 -0.2181 0.4720
0.5785 1.4204 -0.3594
-0.2506 -1.4236 2.3539
-0.3140 1.2797 -0.8015
-1.3563 -0.4187 0.6974

Output
Spin multiplicity: 2
Net charge: +1
Largest force on an atom (eV Å⁻¹): 7.19
Expectation value of S²: 0.7562
Kohn-Sham gap (alpha / beta) (eV): 5.36 / 4.08
HOMO level (alpha / beta) (Eh): -0.4234 / -0.4234

Atom charges from the natural (NBO) analysis, given in e for atoms 1 to 5: -0.438, -0.025, -0.840, 0.177, 0.225

Record 10
Below is an isolated ion of composition C4H10N2 and charge +1 at a distorted geometry, with properties calculated with the ωB97M-V functional and the def2-TZVPD basis.

Cartesian coordinates (Å):
C (0.437159, -0.881445, 1.988258)
C (1.015407, -0.127089, 0.778763)
C (0.165258, -0.029415, -0.421057)
C (-0.123195, 1.214037, -1.012863)
N (-0.988765, 1.436117, -1.979948)
N (-0.339884, -1.206965, -0.958171)
H (1.139677, -0.706533, 2.797640)
H (0.327136, -1.944922, 1.820895)
H (-0.490533, -0.407647, 2.321371)
H (1.913136, -0.699510, 0.471259)
H (1.516302, 0.820409, 0.968786)
H (0.305844, 2.080478, -0.521554)
H (-1.729437, 0.737801, -2.027297)
H (-1.396552, 2.365502, -1.906832)
H (-1.112673, -1.573484, -0.404053)
H (-0.638882, -1.077336, -1.915195)

Atomic forces in eV per Å
0.0482 1.2772 0.1975
1.1845 -0.5798 -0.3017
-0.1725 -0.7128 -0.5933
1.2510 -0.0662 1.4107
-1.5595 0.0936 0.5983
-0.5147 1.4695 0.1700
0.0745 -0.3317 0.1435
-0.0976 -0.0882 -0.0865
-0.0923 -0.3113 -0.1102
-0.4220 -0.1942 -0.2368
-0.7008 0.3653 0.5671
0.2371 0.0228 -0.3205
0.1882 -0.0053 -0.6830
0.2169 0.0484 -0.7328
0.5083 -0.7106 0.1488
-0.1492 -0.2767 -0.1710

Output
Spin multiplicity: 2
Net charge: +1
Largest force on an atom (eV Å⁻¹): 1.89
Expectation value of S²: 0.7548
Kohn-Sham gap (alpha / beta) (eV): 10.38 / 8.99
HOMO level (alpha / beta) (Eh): -0.5066 / -0.5780

Atom charges from the natural (NBO) analysis, given in e for atoms 1 to 5: -0.609, -0.483, 0.311, 0.091, -0.645